ORCA calculation (the ωB97M-V functional and the def2-TZVPD basis) on a structure of composition C16H29I2N6RuSSeSi.

Last column: Löwdin spin population.
Geometry (Å):
Ru (1.021871, -0.180236, 0.169385)  2.498
N (6.279704, 3.166806, 1.199430)  0.010
C (5.176944, 2.442433, 0.954994)  0.007
C (4.905784, 1.251052, 1.656685)  0.004
C (3.767251, 0.548018, 1.379739)  0.014
N (2.857909, 0.928614, 0.457410)  0.045
C (3.106822, 2.078628, -0.202428)  0.009
C (4.221459, 2.844873, 0.000820)  0.001
H (6.981102, 2.843159, 1.841186)  0.000
H (6.497023, 3.984825, 0.658779)  0.000
H (5.589938, 0.881933, 2.409967)  0.000
H (3.547041, -0.360981, 1.918565)  0.010
H (2.354331, 2.394087, -0.910525)  0.000
H (4.352761, 3.757800, -0.566855)  0.000
N (-0.458246, 2.645326, -0.129537)  0.055
C (0.035439, 1.600628, -0.043210)  -0.002
C (1.522189, -5.610638, -0.064916)  0.010
Si (1.257271, -4.444417, 1.342492)  0.063
C (2.444310, -4.622288, 2.748866)  0.018
C (-0.505640, -4.141071, 1.811090)  0.020
Se (1.950178, -2.327184, 0.399589)  0.801
H (1.318857, -6.629300, 0.283257)  0.001
H (2.550496, -5.584133, -0.428401)  0.000
H (0.846638, -5.400614, -0.895714)  0.001
H (2.290028, -5.605188, 3.207824)  0.002
H (2.278213, -3.865068, 3.516590)  0.001
H (3.483155, -4.575804, 2.418514)  0.001
H (-0.922965, -5.052494, 2.252786)  0.003
H (-1.112229, -3.885604, 0.940580)  0.007
H (-0.589876, -3.339641, 2.547370)  0.001
I (-1.159075, -1.384049, -0.875704)  0.377
I (-3.223742, 0.468454, -2.508561)  0.644
S (0.338545, -0.226787, 2.575970)  0.218
C (-0.738018, 1.124176, 2.765045)  0.028
N (-0.232085, 2.329815, 3.094243)  0.020
C (-0.970694, 3.447010, 3.243208)  0.005
C (-2.324809, 3.391757, 3.074383)  0.016
C (-2.900791, 2.162866, 2.750871)  0.004
C (-2.116977, 1.037343, 2.599626)  0.017
H (0.770009, 2.381553, 3.215403)  0.001
H (-0.429130, 4.346510, 3.496983)  0.000
H (-2.919324, 4.285358, 3.194405)  0.001
H (-3.972310, 2.089412, 2.613019)  0.000
H (-2.544228, 0.080807, 2.338557)  0.001
N (-0.971506, 1.558928, -4.911101)  0.000
C (0.286677, 0.818165, -4.531290)  0.002
C (0.566235, 1.075029, -3.055262)  0.002
N (1.556747, 0.189392, -2.456800)  0.072
H (-1.286656, 1.316471, -5.850114)  0.000
H (-0.845909, 2.570216, -4.873954)  0.000
H (-1.728014, 1.303263, -4.245351)  0.007
H (1.083251, 1.146612, -5.194655)  0.000
H (0.080283, -0.234982, -4.715740)  0.000
H (-0.369536, 0.950345, -2.512092)  0.000
H (0.873165, 2.110427, -2.890614)  0.000
H (2.503428, 0.418218, -2.738448)  0.001
H (1.383787, -0.780905, -2.692315)  0.000

Forces on atoms 1 to 6 (eV/Å):
Ru -0.1 0.1 0.2
N 0.0 -0.1 0.0
C 0.0 0.0 0.0
C 0.0 0.0 0.0
C -0.1 0.0 -0.1
N 0.1 0.1 0.0

The lowest unoccupied orbital energy (alpha / beta) comes out at -5.57 / -7.52 eV. Its HOMO energy (alpha / beta) is -12.50 / -13.60 eV. The gap between HOMO and LUMO (alpha / beta) comes out at 0.255 / 0.224 hartree. The energy above the lowest of the compared OMol25 structures with the same formula, charge and spin comes out at 14.3 kcal per mole. Its net charge is +2. The multiplicity is 6. The expectation value of S² is 8.785. As for the calculated total energy: -128833.97346 eV.


ORCA calculation (the ωB97M-V functional and the def2-TZVPD basis) on a structure of composition C16H29IrN3O2SSi2 in a non-equilibrium geometry.

Last column: Mulliken charge in e.
Geometry (Å):
Ir (0.209897, -0.667349, -1.168354)  2.063
N (3.886250, 1.150862, -2.588112)  -0.580
C (2.589076, 0.778005, -2.288563)  0.662
S (2.262374, -0.918881, -2.180959)  -0.650
N (1.713437, 1.714680, -2.178832)  -1.274
N (0.436998, 1.193312, -1.903058)  0.948
C (-0.516417, 1.864993, -2.437435)  -0.791
C (-1.939796, 1.633377, -2.270198)  0.976
C (-2.812809, 2.485960, -2.958774)  -0.863
C (-4.181586, 2.340938, -2.892513)  -0.749
C (-4.701709, 1.294971, -2.119351)  -0.395
C (-3.872992, 0.446269, -1.423032)  -0.853
C (-2.465595, 0.598720, -1.449773)  0.330
O (-1.735661, -0.177614, -0.707122)  -1.058
H (4.576240, 0.457326, -2.357004)  0.254
H (4.118356, 2.095361, -2.324994)  0.256
H (-0.218626, 2.691792, -3.077635)  0.264
H (-2.381474, 3.282053, -3.558156)  0.334
H (-4.836902, 3.010986, -3.432984)  0.374
H (-5.775125, 1.145996, -2.071158)  0.368
H (-4.268806, -0.361330, -0.819381)  0.399
C (-1.182771, 0.373640, 2.583883)  -1.058
Si (0.263694, 1.086671, 1.626613)  0.316
C (-0.390938, 2.621769, 0.788590)  -1.046
C (1.462247, 1.825017, 2.892538)  -1.192
C (1.181601, -0.198191, 0.603691)  -0.385
Si (1.627681, -1.835559, 1.436713)  0.603
C (2.386735, -3.164444, 0.360873)  -1.164
C (2.968379, -1.513910, 2.735533)  -1.214
C (0.186363, -2.617306, 2.348439)  -1.168
H (-1.831582, 1.189211, 2.918672)  0.415
H (-0.861458, -0.190342, 3.461766)  0.338
H (-1.778697, -0.289167, 1.951012)  0.190
H (-0.694730, 3.326816, 1.569390)  0.475
H (-1.258231, 2.407940, 0.166328)  0.196
H (0.366871, 3.102441, 0.165124)  0.280
H (0.913669, 2.418983, 3.631593)  0.305
H (2.179315, 2.486130, 2.394401)  0.256
H (2.033613, 1.070584, 3.433118)  0.277
H (2.128997, 0.261611, 0.283059)  0.325
H (2.879803, -2.741117, -0.513763)  0.286
H (1.612653, -3.836016, -0.010515)  0.207
H (3.127538, -3.729024, 0.937915)  0.418
H (3.942192, -1.361697, 2.258898)  0.248
H (3.050849, -2.375999, 3.406278)  0.332
H (2.762126, -0.637186, 3.349617)  0.266
H (-0.742461, -2.530344, 1.779149)  0.210
H (0.027627, -2.169325, 3.331866)  0.371
H (0.394988, -3.682725, 2.488371)  0.397
C (-1.403865, -3.072608, -1.240505)  -0.760
O (-0.115970, -2.605887, -0.958801)  -0.453
H (-1.371368, -4.166960, -1.302069)  0.266
H (-1.805873, -2.708135, -2.199767)  0.194
H (-2.144152, -2.805291, -0.470601)  0.255

Forces on atoms 1 to 6 (eV/Å):
Ir 0.3 1.1 -1.2
N 0.0 -0.1 -0.1
C 0.4 0.0 -0.3
S 0.2 -0.3 0.2
N -0.4 0.0 0.3
N 0.3 0.2 -0.1

The lowest unoccupied orbital energy comes out at 2.91 eV. Its HOMO energy is -3.87 eV. The gap between HOMO and LUMO comes out at 0.249 hartree. The energy above the lowest of the compared OMol25 structures with the same formula, charge and spin comes out at 12.9 kcal per mole. Its net charge is -1. As for the calculated total energy: -55061.33094 eV.


ORCA calculation (the ωB97M-V functional and the def2-TZVPD basis) on a structure of composition C16H29N3O2 in a non-equilibrium geometry.

Last column: Mulliken charge in e.
Geometry (Å):
O (4.253579, 2.065667, 1.929514)  -0.633
O (4.528467, -0.004760, -0.418944)  -0.654
C (3.443129, 1.595920, 1.176174)  0.335
C (3.598695, 0.630639, 0.074746)  0.051
C (2.157015, 2.042392, 0.564030)  0.286
C (2.351730, 1.196686, -0.484904)  0.548
N (1.254662, 3.055779, 0.906334)  0.241
N (-2.616027, 0.947341, 1.146363)  0.115
N (1.649584, 0.930476, -1.680393)  -0.232
C (1.576835, 3.966118, 2.014855)  -1.113
C (-2.737696, -0.082740, 2.179943)  -0.815
C (-3.657134, 0.883865, 0.118996)  -1.020
C (-1.324955, -4.767601, 0.237205)  -1.512
C (0.140391, 3.433658, 0.034358)  -1.315
C (-1.250817, 1.383331, 0.840504)  -0.080
C (1.755098, -0.390971, -2.339571)  -1.248
C (-1.185072, 2.875419, 0.557231)  -0.380
C (-0.872814, -3.659095, -0.700644)  0.411
C (1.006833, -1.408795, -1.489766)  0.312
C (0.554347, -3.881297, -1.177530)  -0.724
C (1.049227, -2.805255, -2.152067)  -1.016
H (0.759820, 1.381173, -1.683725)  0.141
H (1.935346, 3.396673, 2.883692)  0.352
H (2.310327, 4.703798, 1.697650)  0.327
H (0.659773, 4.486766, 2.392352)  0.364
H (-2.244393, -1.005815, 1.835033)  0.201
H (-3.790333, -0.303558, 2.403226)  0.350
H (-2.281863, 0.224415, 3.167535)  0.257
H (-4.634756, 0.859555, 0.579913)  0.378
H (-3.512475, 0.064204, -0.527164)  0.327
H (-3.644966, 1.782164, -0.491109)  0.294
H (-0.687932, -4.798447, 1.110384)  0.363
H (-2.347899, -4.552771, 0.580018)  0.373
H (-1.298835, -5.705675, -0.253591)  0.420
H (0.267132, 3.086548, -1.009673)  0.479
H (0.110409, 4.534020, -0.042021)  0.393
H (-0.887361, 0.842163, -0.027689)  -0.197
H (-0.601576, 1.125570, 1.693335)  0.412
H (2.803510, -0.699212, -2.375977)  0.447
H (1.436902, -0.331746, -3.373875)  0.374
H (-1.417565, 3.396504, 1.479540)  0.216
H (-1.947155, 3.151832, -0.173304)  0.346
H (-1.517964, -3.635979, -1.604815)  0.259
H (-0.971456, -2.692460, -0.161593)  -0.200
H (-0.028804, -1.080396, -1.408775)  0.010
H (1.480143, -1.481988, -0.500807)  0.370
H (0.688405, -4.892771, -1.652098)  0.348
H (1.189639, -3.891261, -0.287808)  0.291
H (2.041385, -3.115447, -2.531931)  0.410
H (0.457469, -2.854636, -3.053152)  0.338

Forces on atoms 1 to 6 (eV/Å):
O -0.5 0.0 0.8
O -1.6 0.4 1.1
C 1.0 1.4 0.7
C 1.4 -0.8 -2.7
C -1.4 2.2 1.5
C -1.8 -2.1 -2.5

The lowest unoccupied orbital energy comes out at 0.48 eV. Its HOMO energy is -7.94 eV. The gap between HOMO and LUMO comes out at 0.309 hartree. The energy above the lowest of the compared OMol25 structures with the same formula, charge and spin comes out at 109.6 kcal per mole. As for the calculated total energy: -25625.53720 eV.


ORCA calculation (the ωB97M-V functional and the def2-TZVPD basis) on a structure of composition C16H29NNb in a non-equilibrium geometry.

Last column: Mulliken charge in e.
Geometry (Å):
C (-4.613185, -1.349318, 0.177128)  -0.495
C (-3.711132, -2.453710, 0.118806)  0.091
C (-2.354648, -3.428716, 0.034442)  -0.709
Nb (-0.450779, -2.138792, -0.294060)  -0.597
C (-1.589122, -1.063952, -1.951302)  -0.831
C (-0.667257, 0.120456, -2.620818)  -0.003
C (-1.124243, 1.583389, -2.010113)  -0.046
C (-0.362260, 2.751220, -2.872984)  -0.859
N (1.017867, 3.120462, -2.376274)  0.246
C (1.419947, 4.108614, -1.291704)  -0.251
C (3.066958, 4.152288, -1.202973)  -0.421
C (3.597415, 3.058774, -2.348104)  -0.451
C (2.223309, 2.438915, -3.054987)  -0.243
C (-1.151296, -0.686510, 1.336050)  -0.712
C (0.048617, -0.233788, 2.380627)  -0.531
C (0.640880, -1.489757, 3.260475)  0.506
C (2.151434, -1.958994, 2.737280)  -1.252
C (0.882312, -0.886975, 4.799419)  -1.185
H (-5.156314, -0.297170, 0.027113)  0.281
H (-2.239746, -4.101599, 1.004819)  0.302
H (-2.440689, -4.083534, -0.957835)  0.285
H (1.066615, -1.185999, -0.562999)  0.032
H (0.371883, -3.193958, 0.944802)  0.121
H (0.116551, -3.334813, -1.571263)  0.004
H (-2.581402, -0.543952, -1.574622)  0.070
H (-1.861287, -1.832649, -2.820057)  0.395
H (0.487091, -0.011529, -2.476470)  0.019
H (-0.871071, 0.110695, -3.792178)  0.260
H (-2.285285, 1.686850, -2.267182)  0.255
H (-1.011305, 1.680594, -0.848510)  0.043
H (-1.032312, 3.720849, -2.797265)  0.289
H (-0.236680, 2.346243, -3.970063)  0.316
H (0.718092, 4.766618, -0.594591)  0.281
H (3.740244, 4.822061, -0.505183)  0.269
H (4.713787, 2.808873, -2.593950)  0.271
H (2.222399, 1.639507, -3.914372)  0.292
H (-2.107141, -1.054757, 1.924111)  0.288
H (-1.485444, 0.318698, 0.786476)  0.092
H (-0.460056, 0.543064, 3.130356)  0.287
H (0.953960, 0.299698, 1.863529)  0.278
H (-0.112709, -2.386264, 3.354011)  0.213
H (2.377785, -2.997492, 3.228034)  0.272
H (2.882293, -1.094044, 3.076048)  0.368
H (2.235316, -2.042492, 1.573088)  0.271
H (1.877775, -1.391309, 5.205417)  0.314
H (-0.010926, -1.118188, 5.521278)  0.287
H (1.103756, 0.282393, 4.786550)  0.287

Forces on atoms 1 to 6 (eV/Å):
C 6.2 -6.7 -0.9
C -4.3 7.4 0.2
C -2.6 -0.4 0.1
Nb -1.8 2.4 0.0
C -0.7 0.1 -1.8
C -0.3 0.4 0.0

The lowest unoccupied orbital energy comes out at 2.42 eV. Its HOMO energy is -4.72 eV. The gap between HOMO and LUMO comes out at 0.263 hartree. Its net charge is -1. As for the calculated total energy: -20083.32154 eV.


Question: calculated total energy of number 1 (C16H29I2N6RuSSeSi)?
Answer: -128833.97346 eV